(1)
Below is a structure of composition C8H15BIN2O7S at a distorted geometry, with properties calculated with ωB97M-V/def2-TZVPD.

```
! RIJCOSX wB97M-V def2-TZVPD def2/J DEFGRID3
* xyz -1 1
C 1.17 4.11 1.20
N 0.87 3.13 0.14
C 0.91 3.76 -1.18
B -0.49 2.60 0.39
O -1.60 3.41 0.27
C -0.72 1.10 0.82
I -1.64 1.27 2.78
C 0.44 0.09 0.85
C -0.14 -1.24 0.28
C 0.46 -1.57 -1.11
S 1.45 -3.06 -1.24
O 0.75 -4.07 -1.98
O 2.75 -2.64 -1.73
N -1.56 -0.94 0.13
C -1.78 0.39 -0.03
O -2.61 0.92 -0.74
H 1.02 3.66 2.18
H 2.21 4.44 1.10
H 0.52 4.99 1.13
H 0.73 4.84 -1.14
H 1.89 3.59 -1.65
H 0.16 3.33 -1.85
H -2.14 3.20 -0.51
H 0.70 -0.09 1.90
H 1.33 0.43 0.33
H -0.03 -2.08 0.96
H -0.32 -1.70 -1.86
H 1.13 -0.77 -1.43
H 1.56 -3.49 0.03
H -2.16 -1.60 -0.34
C -1.20 -5.09 0.82
O -0.81 -3.89 0.63
O -0.69 -6.02 -0.10
O -1.96 -5.53 1.68
H -0.19 -5.47 -0.73
*
```

Frontier orbital gap = 6.98 eV
HOMO = -0.187 hartree

Mulliken analysis output, partial charges in e: -1.132 -0.150 -1.023 0.884 -0.604 0.249 0.046 -1.458 0.575 -0.931 1.045 -0.658 -0.691 -0.042 -0.003 -0.697 0.334 0.330 0.335 0.317 0.297 0.332 0.318 0.344 0.234 0.587 0.387 0.345 0.142 0.269 0.503 -0.616 -0.540 -0.710 0.380



(2)
Below is the ion C8H15BrO4P with charge -1 at a distorted geometry, with properties calculated with ωB97M-V/def2-TZVPD.

```
! RIJCOSX wB97M-V def2-TZVPD def2/J DEFGRID3
* xyz -1 1
C -1.72 3.30 -0.57
C -0.78 2.50 0.21
O -0.61 1.14 -0.16
C 0.04 0.37 0.74
O 0.24 0.73 1.88
C 0.60 -0.83 0.10
C 1.15 -1.71 1.21
C 0.09 -2.31 2.20
C -0.22 -1.58 -0.91
C -1.01 -0.85 -2.03
P 2.19 0.03 -0.86
O 1.83 1.35 -1.41
O 2.61 -1.20 -1.67
Br 3.73 0.58 0.62
H -1.69 3.32 -1.65
H -2.83 3.08 -0.20
H -1.56 4.34 -0.32
H -1.04 2.70 1.34
H 0.22 3.03 0.10
H 2.02 -1.27 1.82
H 1.64 -2.65 0.86
H -0.38 -3.27 1.89
H 0.52 -2.67 3.07
H -0.59 -1.52 2.38
H 0.43 -2.26 -1.34
H -1.04 -2.22 -0.51
H -1.87 -0.39 -1.58
H -0.49 -0.07 -2.55
H -1.50 -1.67 -2.67
*
```

Frontier orbital gap = 8.72 eV
HOMO = -0.198 hartree
SMILES = CCOC(=O)C(CC)(CC)[P@](=O)([O-])Br

Mulliken analysis output, partial charges in e: -1.242 -0.137 -0.141 -0.297 -0.664 1.920 -0.836 -1.362 -1.139 -1.232 0.898 -0.648 -0.724 -0.361 0.339 0.232 0.404 0.223 0.227 0.238 0.422 0.304 0.477 0.318 0.505 0.321 0.290 0.306 0.359



(3)
Below is a structure of composition C8H15CdO8 at a distorted geometry, with properties calculated with ωB97M-V/def2-TZVPD.

```
! RIJCOSX wB97M-V def2-TZVPD def2/J DEFGRID3
* xyz 0 2
Cd 0.02 0.34 -0.02
C -1.61 3.77 -1.18
C -1.02 2.53 -0.77
O -1.36 2.04 0.32
O -0.04 2.03 -1.29
H -2.33 3.60 -1.98
H -0.98 4.65 -1.23
H -2.17 3.98 -0.27
C 0.56 -2.63 3.14
C -0.21 -2.31 1.87
O -0.76 -3.23 1.27
O -0.25 -1.17 1.33
H -0.19 -2.94 3.86
H 1.04 -1.77 3.61
H 1.31 -3.42 3.04
C -2.85 -0.90 -3.11
C -1.94 -1.27 -1.93
O -2.16 -2.27 -1.28
O -0.97 -0.58 -1.60
H -2.16 -0.69 -3.93
H -3.39 0.01 -2.87
H -3.54 -1.71 -3.36
C 2.56 0.56 1.43
C 2.86 -0.42 0.23
O 1.85 -0.26 -0.78
O 1.57 1.43 1.09
H 3.51 0.84 1.90
H 2.13 0.02 2.27
H 2.81 -1.49 0.42
H 3.85 -0.28 -0.22
H 2.11 -0.65 -1.62
H 1.75 2.19 1.66
*
```

Frontier orbital gap (alpha / beta) = 8.80 / 4.77 eV
Expectation value of S² = 0.76
HOMO (alpha / beta) = -0.313 / -0.296 hartree

Mulliken analysis output, partial charges in e: 1.233 -1.119 1.195 -0.743 -0.652 0.250 0.300 0.341 -1.099 0.639 -0.615 -0.679 0.330 0.281 0.286 -0.918 0.728 -0.221 -0.642 0.296 0.252 0.341 -0.305 -0.386 -0.477 -0.376 0.440 0.018 0.319 0.391 0.275 0.314



(4)
Below is a cluster of 7 separate species, C8H15Cl12I2OS in total at a distorted geometry, with properties calculated with ωB97M-V/def2-TZVPD.

```
! RIJCOSX wB97M-V def2-TZVPD def2/J DEFGRID3
* xyz 1 1
O 1.30 -2.13 -3.83
C 0.90 -2.96 -4.81
I 2.13 -3.12 -6.60
C -0.54 -3.76 -4.56
S -1.75 -3.04 -5.81
I -2.40 -0.88 -4.81
H -0.97 -3.44 -3.49
H -0.41 -4.92 -4.62
H -2.95 -3.76 -5.88
C -2.45 1.57 -1.57
Cl -3.77 1.34 -2.72
Cl -2.49 0.34 -0.30
H -1.50 1.49 -2.11
H -2.54 2.56 -1.12
C 5.22 -5.02 -5.50
Cl 6.61 -4.44 -6.43
Cl 5.28 -6.77 -5.30
H 5.23 -4.55 -4.52
H 4.30 -4.75 -6.04
C -0.67 2.14 2.58
Cl -1.54 3.07 1.35
Cl 0.13 0.74 1.86
H 0.09 2.79 3.03
H -1.37 1.81 3.34
C -3.48 5.78 3.81
Cl -2.09 6.36 2.88
Cl -3.42 4.03 4.02
H -3.47 6.26 4.79
H -4.40 6.05 3.28
C -1.29 -0.11 5.82
Cl -2.71 0.65 5.10
Cl -0.03 1.08 6.16
H -1.57 -0.60 6.75
H -0.89 -0.85 5.12
C 3.50 1.32 3.91
Cl 4.54 1.07 5.32
Cl 2.48 2.75 4.11
H 4.13 1.46 3.02
H 2.86 0.45 3.77
*
```

Frontier orbital gap = 5.97 eV
HOMO = -0.447 hartree

Mulliken analysis output, partial charges in e: -0.408 0.209 0.248 -0.407 -0.174 0.500 0.324 0.393 0.348 -0.156 -0.202 -0.098 0.261 0.179 0.225 -0.140 -0.149 0.280 -0.271 0.689 -0.170 -0.185 0.098 -0.414 -0.340 -0.141 -0.074 0.276 0.284 -0.303 -0.161 -0.114 0.342 0.254 -0.219 -0.153 -0.146 0.340 0.175



(5)
Below is a cluster of 4 separate species, C8H15Cl8NO in total at a distorted geometry, with properties calculated with ωB97M-V/def2-TZVPD.

```
! RIJCOSX wB97M-V def2-TZVPD def2/J DEFGRID3
* xyz -1 2
Cl 3.31 -1.91 0.67
C 2.40 -1.84 -0.85
C 2.62 -2.98 -1.92
Cl 2.03 -4.54 -1.25
H 2.69 -0.84 -1.17
H 1.32 -1.76 -0.71
H 3.64 -3.14 -2.24
H 2.02 -2.83 -2.82
Cl -0.65 0.38 2.89
C -1.18 1.99 3.37
C -2.53 2.28 2.83
Cl -3.71 1.18 3.50
H -0.50 2.77 3.03
H -1.13 1.89 4.45
H -2.61 2.17 1.74
H -2.85 3.29 3.10
C -1.57 -1.70 -2.18
O -0.80 -1.53 -3.16
N -1.58 -0.85 -1.14
C -2.39 -1.14 0.07
C -0.92 0.50 -1.10
H -2.35 -2.48 -2.11
H -2.96 -2.06 -0.03
H -3.01 -0.28 0.30
H -1.80 -1.36 0.96
H -1.61 1.29 -0.80
H -0.08 0.47 -0.41
H -0.45 0.79 -2.04
C 2.92 2.46 -0.62
Cl 2.42 1.22 0.60
Cl 3.07 1.72 -2.17
Cl 1.71 3.80 -0.59
Cl 4.52 3.00 -0.18
*
```

Frontier orbital gap (alpha / beta) = 2.84 / 8.83 eV
Expectation value of S² = 0.75
HOMO (alpha / beta) = -0.016 / -0.236 hartree

Mulliken analysis output, partial charges in e: -0.181 0.390 -0.429 -0.236 -0.236 -0.035 0.370 0.303 -0.137 -0.437 -0.297 -0.196 0.283 0.339 0.134 0.329 0.190 -0.624 0.194 -0.744 -0.851 0.289 0.330 0.234 0.178 0.314 0.193 0.313 0.280 -0.278 -0.284 -0.436 -0.262



(6)
Below is a structure of composition C8H15ClINO2PTl at a distorted geometry, with properties calculated with ωB97M-V/def2-TZVPD.

```
! RIJCOSX wB97M-V def2-TZVPD def2/J DEFGRID3
* xyz 2 1
C -3.77 2.16 -4.85
C -3.49 1.09 -3.84
H -4.61 1.90 -5.52
H -2.87 2.33 -5.45
H -4.04 3.08 -4.31
O -3.94 0.01 -3.61
I 0.67 3.53 -2.43
Tl -1.69 2.01 -2.27
P 1.92 -0.82 -1.94
C 1.65 -2.56 -1.68
C 1.25 -0.22 -3.49
H 3.65 0.80 -1.50
H 4.30 -0.75 -2.14
H 3.78 -0.65 -0.43
C 3.56 -0.30 -1.45
H 1.27 0.89 -3.51
H 1.84 -0.63 -4.33
H 2.23 -3.15 -2.41
H 0.59 -2.81 -1.81
H 0.20 -0.57 -3.60
H 1.97 -2.86 -0.67
C -0.28 -2.47 0.89
O -0.86 -2.09 1.81
Cl 0.64 0.06 -0.57
C -0.29 0.49 3.58
C -1.01 0.82 2.37
N -1.58 1.16 1.41
H 0.68 0.04 3.35
H -0.87 -0.24 4.16
H -0.15 1.39 4.19
*
```

Frontier orbital gap (alpha / beta) = 6.74 / 6.74 eV
HOMO (alpha / beta) = -0.575 / -0.575 hartree

Mulliken analysis output, partial charges in e: -0.946 0.516 0.335 0.365 0.372 -0.222 -0.104 0.668 1.001 -1.177 -0.809 0.340 0.401 0.370 -1.010 0.123 0.396 0.440 0.368 0.266 0.371 0.076 -0.126 -0.083 -0.796 0.359 -0.396 0.252 0.308 0.342



(7)
Below is the ion C8H15FN with charge +1 at a distorted geometry, with properties calculated with ωB97M-V/def2-TZVPD.

```
! RIJCOSX wB97M-V def2-TZVPD def2/J DEFGRID3
* xyz 1 1
C 0.07 -2.38 -1.74
C 0.51 -1.99 -0.35
C 1.84 -2.53 0.10
F -0.47 -2.25 0.56
C 0.65 -0.20 -0.41
N -0.04 0.66 0.20
C 0.25 2.09 0.15
C -1.04 2.76 0.61
C -1.56 1.76 1.64
C -1.22 0.41 1.03
H -0.83 -1.85 -2.04
H -0.15 -3.45 -1.75
H 0.86 -2.18 -2.46
H 1.77 -3.62 0.12
H 2.09 -2.19 1.11
H 2.63 -2.25 -0.58
H 1.49 0.10 -1.02
H 0.58 2.39 -0.84
H 1.06 2.28 0.87
H -1.73 2.86 -0.22
H -0.86 3.74 1.04
H -1.05 1.89 2.59
H -2.63 1.87 1.82
H -1.02 -0.36 1.77
H -2.02 0.05 0.38
*
```

Frontier orbital gap = 11.22 eV
HOMO = -0.562 hartree
SMILES = CC(C)(F)C=[N+]1CCCC1

Mulliken analysis output, partial charges in e: -1.403 1.219 -1.500 -0.317 -0.356 0.153 -0.567 -0.653 -0.670 -0.487 0.373 0.412 0.368 0.420 0.385 0.383 0.463 0.410 0.304 0.315 0.364 0.321 0.364 0.358 0.339



(8)
Below is the molecule C8H15FO2S at a distorted geometry, with properties calculated with ωB97M-V/def2-TZVPD.

```
! RIJCOSX wB97M-V def2-TZVPD def2/J DEFGRID3
* xyz 0 1
C -0.25 1.02 -1.86
C -0.08 0.76 -0.37
C -0.89 -0.18 0.42
C -0.49 -1.60 0.19
O 0.25 -2.25 0.90
C -2.45 -0.10 0.19
C -2.98 1.25 0.71
F -2.73 -0.23 -1.17
S 1.86 0.13 -0.17
C 2.05 0.40 1.67
C 2.76 -1.54 -0.43
O 2.73 1.09 -0.82
H -1.14 1.60 -1.98
H -0.44 0.23 -2.57
H 0.43 1.60 -2.38
H -0.55 0.10 1.47
H -0.81 -1.97 -0.74
H -2.91 -0.92 0.57
H -3.14 1.89 -0.19
H -2.30 1.73 1.37
H -3.93 1.00 1.23
H 1.45 -0.42 2.00
H 3.10 0.43 1.51
H 1.69 1.34 1.85
H 2.63 -2.31 0.39
H 2.34 -1.90 -1.35
H 3.79 -1.15 -0.43
*
```

Frontier orbital gap (alpha / beta) = 7.90 / 7.90 eV
HOMO (alpha / beta) = -0.272 / -0.272 hartree
SMILES = CC([C@H](C=O)[C@@H](C)F)=S(C)(C)=O

Mulliken analysis output, partial charges in e: -1.378 -0.372 0.790 -0.569 -0.505 -0.211 -1.206 -0.348 0.852 -1.200 -1.101 -0.692 0.404 0.343 0.470 0.250 0.471 0.650 0.296 0.332 0.342 0.362 0.541 0.345 0.333 0.337 0.466



(9)
Below is a structure of composition C8H15GeO6PtSe, with properties calculated with ωB97M-V/def2-TZVPD.

```
! RIJCOSX wB97M-V def2-TZVPD def2/J DEFGRID3
* xyz -1 3
Pt 0.36 -2.88 0.79
O 4.30 -3.52 1.67
C 3.10 -3.32 1.65
O 2.39 -3.24 0.56
C 2.29 -3.15 3.01
O 2.87 -3.09 4.07
O 1.00 -3.09 2.86
O -1.59 -1.46 -1.11
C -2.20 -2.12 -0.27
O -1.71 -2.87 0.64
H -3.31 -2.11 -0.26
C -0.80 1.45 -2.45
Ge -0.98 1.85 -0.55
C -0.86 3.82 -0.37
C -2.70 1.39 0.26
C 0.55 1.28 0.57
Se 1.40 -0.47 0.72
C 1.97 -0.64 -1.13
H -1.64 1.90 -2.98
H -0.81 0.38 -2.63
H 0.12 1.89 -2.82
H -1.68 4.30 -0.92
H 0.08 4.19 -0.78
H -0.93 4.12 0.67
H -3.50 1.89 -0.29
H -2.72 1.75 1.29
H -2.89 0.32 0.25
H 0.28 1.55 1.60
H 1.38 1.94 0.29
H 1.12 -0.47 -1.78
H 2.35 -1.65 -1.24
H 2.76 0.08 -1.32
*
```

Frontier orbital gap (alpha / beta) = 7.23 / 7.21 eV
Expectation value of S² = 2.01
HOMO (alpha / beta) = -0.173 / -0.195 hartree

Mulliken analysis output, partial charges in e: 0.877 -0.636 0.700 -0.765 0.604 -0.645 -0.722 -0.586 0.080 -0.603 0.489 -1.094 0.493 -1.271 -0.850 -0.955 0.050 -0.815 0.371 0.312 0.349 0.360 0.370 0.370 0.334 0.345 0.158 0.390 0.375 0.185 0.401 0.327



(10)
Below is the ion C8H15N2O with charge +1 at a distorted geometry, with properties calculated with ωB97M-V/def2-TZVPD.

```
! RIJCOSX wB97M-V def2-TZVPD def2/J DEFGRID3
* xyz 1 1
C -0.88 2.44 -1.12
O -0.75 1.40 -0.14
C -0.04 0.28 -0.48
C 1.35 0.18 0.07
C 1.76 0.17 1.40
C 3.15 -0.01 1.37
C 3.51 -0.35 0.06
N 2.38 -0.16 -0.76
N -0.88 -0.95 0.14
C -2.02 -1.25 -0.76
C -1.41 -0.62 1.50
H -1.31 2.09 -2.17
H 0.15 2.77 -1.40
H -1.48 3.18 -0.50
H -0.04 0.03 -1.56
H 0.98 0.31 2.16
H 3.69 -0.29 2.17
H 4.55 -0.50 -0.38
H 2.36 -0.28 -1.82
H -0.25 -1.80 0.38
H -2.38 -0.25 -1.11
H -1.67 -1.83 -1.64
H -2.68 -2.00 -0.32
H -1.84 0.42 1.43
H -2.10 -1.46 1.80
H -0.55 -0.58 2.15
*
```

Frontier orbital gap = 9.23 eV
HOMO = -0.442 hartree
SMILES = CO[C@@H](c1ccc[nH]1)[NH+](C)C

Mulliken analysis output, partial charges in e: -0.707 -0.301 0.110 0.009 -0.167 -1.184 -0.225 -0.137 -0.138 -0.707 -0.842 0.285 0.295 0.280 0.485 0.461 0.459 0.346 0.289 0.417 0.292 0.343 0.342 0.352 0.385 0.256



(11)
Below is the ion C8H15N2O with charge +1 at a distorted geometry, with properties calculated with ωB97M-V/def2-TZVPD.

```
! RIJCOSX wB97M-V def2-TZVPD def2/J DEFGRID3
* xyz 1 1
C 1.61 -0.11 -1.05
C 1.03 0.45 0.23
C 2.09 0.67 1.34
C 0.13 1.68 0.03
N -0.76 1.46 -1.08
C -1.58 0.37 -0.94
C -2.26 0.11 0.30
O -3.04 0.55 1.07
C -1.11 -0.79 -0.02
C -1.46 -2.31 -0.25
N 0.14 -0.63 0.75
H 2.46 -0.72 -0.69
H 2.04 0.60 -1.71
H 0.74 -0.62 -1.56
H 1.78 0.29 2.37
H 2.42 1.64 1.55
H 3.00 0.09 1.07
H -0.54 1.91 0.83
H 0.71 2.69 -0.14
H -1.20 2.34 -1.34
H -2.10 0.11 -2.00
H -0.71 -2.72 -0.96
H -2.33 -2.36 -0.85
H -1.56 -2.68 0.80
H -0.17 -0.63 1.75
H 0.68 -1.38 0.51
*
```

Frontier orbital gap = 9.02 eV
HOMO = -0.458 hartree
SMILES = CC1(C)CN[C@@H]2C(=O)[C@]2(C)[NH2+]1

Mulliken analysis output, partial charges in e: -1.368 1.131 -1.391 -1.183 -0.253 -0.368 0.187 -0.494 0.324 -1.519 -0.046 0.459 0.352 0.337 0.346 0.379 0.334 0.497 0.472 0.311 0.365 0.383 0.445 0.342 0.514 0.447



(12)
Below is the ion C8H15N2O4S with charge +1 at a distorted geometry, with properties calculated with ωB97M-V/def2-TZVPD.

```
! RIJCOSX wB97M-V def2-TZVPD def2/J DEFGRID3
* xyz 1 3
C 0.05 1.32 0.49
C 3.35 -0.30 -1.42
C 2.70 -1.23 -0.39
C 1.04 -0.51 -2.23
C 2.21 0.44 -2.06
C -3.14 -0.39 1.83
C -1.38 0.81 0.43
C -1.70 0.16 1.80
N 2.16 1.68 -2.08
N 1.04 0.65 0.06
O 0.29 2.51 1.00
O -3.26 -1.40 0.85
O -1.44 -0.11 -0.62
O -0.73 -0.84 1.98
S 0.89 -0.92 -0.46
H 4.03 0.41 -0.95
H 3.90 -0.86 -2.17
H 2.86 -2.29 -0.59
H 3.01 -1.01 0.63
H 0.13 -0.05 -2.58
H 1.27 -1.42 -2.78
H -3.34 -0.79 2.83
H -3.83 0.44 1.63
H -2.07 1.65 0.25
H -1.62 0.93 2.59
H 1.33 2.12 -2.45
H -0.51 3.01 1.22
H -4.15 -1.77 0.88
H -2.10 -0.79 -0.38
H -0.99 -1.44 2.69
*
```

Frontier orbital gap (alpha / beta) = 6.11 / 7.26 eV
Expectation value of S² = 2.01
HOMO (alpha / beta) = -0.315 / -0.483 hartree

Mulliken analysis output, partial charges in e: 0.353 -0.618 -0.661 -0.605 0.156 -0.729 -0.335 0.221 -0.283 -0.275 -0.482 -0.581 -0.556 -0.494 0.210 0.325 0.295 0.484 0.386 0.357 0.405 0.439 0.395 0.440 0.314 0.275 0.407 0.346 0.451 0.361